Formula: C7H17N2O4P
Source: OMol25
Level of theory: the ωB97M-V functional and the def2-TZVPD basis

Computed properties:
**Energy relative to the best compared isomer or geometry (same formula, charge and spin)**: 1.4199 eV
**Total energy**: -1028.7422 hartree
**Total charge**: 0
**Orbital gap**: 9.1 eV
**E_LUMO**: 0.35 eV

Each atom is followed by the atoms it is bonded to, with distances in Å.
Geometry (Å):
1 C 3.8810 -0.0846 0.5227  O2 1.423, H15 1.085, H16 1.078, H17 1.087
2 O 2.9190 -0.2617 -0.5107  C1 1.423, C3 1.408
3 C 1.6862 -0.6603 0.0415  O2 1.408, C4 1.507, H18 1.094, H19 1.090
4 C 0.5535 -0.4677 -0.9333  C3 1.507, C5 1.515, O10 1.428, H20 1.080
5 C 0.2656 0.9909 -1.2245  C4 1.515, C6 1.506, H21 1.077, H22 1.083
6 C -0.1429 1.7654 0.0014  C5 1.506, C7 1.495, H23 1.085, H24 1.084
7 C -1.1271 2.8519 -0.2916  C6 1.495, N8 1.402, O9 1.161
8 N -1.4407 3.7414 0.7452  C7 1.402, H25 1.012, H26 1.014
9 O -1.6553 2.9633 -1.3198  C7 1.161
10 O -0.6069 -1.0166 -0.3083  C4 1.428, C11 1.420
11 C -1.1490 -2.1461 -0.9773  O10 1.420, P12 1.872, H27 1.088, H28 1.090
12 P -2.5450 -2.8633 0.0436  C11 1.872, N13 1.739, O14 1.638
13 N -1.9364 -2.6734 1.6611  P12 1.739, H29 1.019, H30 1.021
14 O -3.7541 -1.7602 -0.0319  P12 1.638, H31 0.969
15 H 3.7180 -0.8080 1.3148  C1 1.085
16 H 4.8759 -0.2514 0.1421  C1 1.078
17 H 3.7487 0.9073 0.9465  C1 1.087
18 H 1.7421 -1.7283 0.2700  C3 1.094
19 H 1.4479 -0.1523 0.9760  C3 1.090
20 H 0.7687 -0.9840 -1.8568  C4 1.080
21 H 1.0887 1.4447 -1.7512  C5 1.077
22 H -0.5659 0.9862 -1.9177  C5 1.083
23 H 0.7487 2.1587 0.4784  C6 1.085
24 H -0.6044 1.1394 0.7558  C6 1.084
25 H -2.4507 3.7753 0.7899  N8 1.012
26 H -1.0639 3.4223 1.6311  N8 1.014
27 H -0.4111 -2.9149 -1.1964  C11 1.088
28 H -1.6085 -1.8404 -1.9177  C11 1.090
29 H -0.9488 -2.9191 1.6049  N13 1.019
30 H -1.9163 -1.6795 1.8944  N13 1.021
31 H -3.5171 -0.9347 0.4177  O14 0.969

Here are the Löwdin charges for atoms 1 to 2, given in e: C -0.0909; O -0.1594